The following is a DFT calculation (wB97M-V/def2-TZVPD) of one molecule with the formula C5H10N2O3.

LUMO	0.7	eV
SMILES string	CN1C[C@@]([O-])(O)[N@@H+](C)C1=O
ΔE to the lowest compared entry with this formula, charge and spin	195.3	kJ/mol
E_tot	-531.73063	hartree
gap between HOMO and LUMO	0.37816	Ha
HOMO energy	-0.3530	Eh

Last columns: bonded neighbours and bond lengths (Å).
Positions of all 20 atoms, in Å:
1 C -1.5970 -2.1857 0.0273  N2 1.447, H11 1.092, H12 1.093, H13 1.088
2 N -0.7989 -0.9807 -0.0506  C1 1.447, C3 1.453, C9 1.351
3 C -1.3586 0.3128 0.3013  N2 1.453, C4 1.536, H14 1.094, H15 1.091
4 C -0.3129 1.3487 -0.1377  C3 1.536, O5 1.320, O6 1.384, N7 1.658
5 O -0.3627 1.8319 -1.3654  C4 1.320
6 O -0.0594 2.2445 0.8857  C4 1.384, H16 0.968
7 N 0.9912 0.3646 -0.4181  C4 1.658, C8 1.463, C9 1.452, H17 1.198
8 C 2.2733 0.6149 0.2414  N7 1.463, H18 1.089, H19 1.088, H20 1.091
9 C 0.5142 -1.0054 -0.3664  N2 1.351, N7 1.452, O10 1.211
10 O 1.2114 -1.9688 -0.5935  C9 1.211
11 H -2.4482 -2.1197 -0.6540  C1 1.092
12 H -1.9689 -2.3325 1.0450  C1 1.093
13 H -0.9736 -3.0318 -0.2527  C1 1.088
14 H -1.5505 0.3734 1.3761  C3 1.094
15 H -2.2799 0.5024 -0.2522  C3 1.091
16 H 0.2174 3.0639 0.4516  O6 0.968
17 H 0.7391 0.9304 -1.4438  N7 1.198
18 H 2.9883 -0.1427 -0.0765  C8 1.089
19 H 2.6286 1.6036 -0.0416  C8 1.088
20 H 2.1471 0.5761 1.3240  C8 1.091

These are the natural (NBO) partial charges, in e, on atoms 1 to 5: -0.41, -0.41, -0.27, 0.70, -0.83